DFT (wB97M-V/def2-TZVPD) results for a 2-piece molecular cluster, C3H9ClOSi overall in a non-equilibrium geometry.

Geometry as XYZ:
```
15
Properties=species:S:1:pos:R:3:forces:R:3
C 1.4919 -1.5886 -0.6025 0.8 -0.3 0.7
C -0.9328 0.8691 1.6330 2.7 0.7 0.7
C 0.8149 -0.2321 -0.8660 -0.3 -0.2 -0.1
O -1.9252 2.1178 -1.2616 0.3 -2.8 1.0
Si -0.7806 -0.1047 0.1057 -0.3 3.5 -2.2
Cl -1.9303 -1.7061 0.1220 -0.6 -0.8 -0.1
H 0.7946 -2.4749 -0.6577 0.8 1.0 -0.7
H 2.3952 -1.6168 -1.2681 -1.0 -0.6 0.6
H 1.8544 -1.6605 0.4350 0.1 0.2 -0.2
H -1.7523 1.5274 1.6206 -1.4 0.5 -0.2
H -0.9818 0.1930 2.4732 -0.1 -0.1 0.5
H -0.0424 1.5838 1.7971 -1.1 -1.3 -0.4
H 0.7472 -0.1599 -1.9540 -0.9 0.1 0.1
H 1.4080 0.6698 -0.6286 0.0 -0.6 0.4
H -1.1608 2.5827 -0.9482 0.7 0.7 0.2
```
Forces are in eV/Å.

For the HOMO-LUMO gap, the calculation gives 8.17 eV. The calculation puts the total energy at -944.5785 a.u. The strongest force on any atom comes out at 4.2 eV/Å. For the energy above the lowest of the compared OMol25 structures with the same formula, charge and spin, the calculation gives 434.6 kJ/mol. For the HOMO energy, the calculation gives -8.38 eV.

***

DFT (wB97M-V/def2-TZVPD) results for a 3-piece molecular cluster, C3H9F3PSi overall in a non-equilibrium geometry.

Geometry as XYZ:
```
17
Properties=species:S:1:pos:R:3:forces:R:3
C 0.9064 -2.7241 0.3735 0.5 0.5 2.0
C 0.7579 1.1115 -1.9655 0.1 2.3 0.7
C 0.3938 1.8029 1.3020 -2.3 2.5 0.1
F -1.9524 -1.6432 -0.5156 -0.9 0.4 -0.1
F -1.7950 -0.8326 1.6137 -1.3 0.2 -0.3
F -2.3975 0.6552 -0.0622 0.1 0.5 -0.5
Si 0.6136 0.6160 -0.0600 0.1 -0.9 -1.4
P -2.9080 -0.7544 0.4196 2.0 -1.1 0.9
H 2.0075 -2.5559 0.5480 -1.4 -0.3 -0.6
H 0.3447 -3.0755 1.3155 0.7 0.8 -1.8
H 0.4592 -2.8094 -0.6129 0.2 -0.1 0.3
H 1.6730 1.6817 -2.2684 -0.2 -0.1 1.1
H 0.9675 0.2096 -2.4838 -0.7 -1.0 -0.7
H -0.0215 1.8355 -2.4155 0.6 -1.7 0.9
H -0.1598 2.7426 0.8513 1.3 -1.5 0.6
H -0.2178 1.6314 2.2174 0.2 -0.8 -0.9
H 1.3285 2.1088 1.7430 0.8 0.3 -0.3
```
Forces are in eV/Å.

For the HOMO-LUMO gap (spin up / spin down), the calculation gives 6.69 / 7.92 eV. Its total charge is +1. The calculation puts the total energy at -1049.8291 a.u. The strongest force on any atom comes out at 3.4 eV/Å. For the energy above the lowest of the compared OMol25 structures with the same formula, charge and spin, the calculation gives 365.4 kJ/mol. For the HOMO energy (spin up / spin down), the calculation gives -12.81 / -13.24 eV.

***

Which formula does entry 1 have? C3H9ClOSi

***

Among the records above, which one has the highest strongest force on any atom? C3H9ClOSi